# 1
ORCA calculation (the ωB97M-V functional and the def2-TZVPD basis) on 2 unconnected molecules or ions with the total composition H3O6 in a non-equilibrium geometry.

Geometry as XYZ:
```
9
Properties=species:S:1:pos:R:3:nbo_charge:R:1
O 0.2820 0.2748 1.6835 -0.24
O -1.0359 -0.9892 -1.2113 -0.32
O -0.0248 1.0896 -1.3371 -0.33
O -0.6368 -0.0303 2.5104 -0.01
O 0.8762 -0.6499 -0.2109 -0.02
O 0.1883 -0.3294 -1.1747 0.37
H 1.2206 -0.1284 1.9798 0.50
H -1.7496 -0.6692 -0.5756 0.52
H 0.8802 1.4320 -1.6640 0.52
```

As for the largest force on an atom: 4.14 eV/Å. Its HOMO energy (alpha / beta) is -0.584 / -0.589 Eh. The value obtained for the lowest unoccupied orbital energy (alpha / beta) is -9.06 / -6.14 eV. The HOMO-LUMO gap (alpha / beta) comes out at 6.83 / 9.88 eV. Its total charge is +1. The calculation puts the electronic energy at -12309.4352 eV. The calculation puts the energy above the lowest of the compared OMol25 structures with the same formula, charge and spin at 61.1 kcal/mol.

# 2
ORCA calculation (the ωB97M-V functional and the def2-TZVPD basis) on 2 unconnected molecules or ions with the total composition H3OPS in a non-equilibrium geometry.

Geometry as XYZ:
```
6
Properties=species:S:1:pos:R:3:mulliken_spin:R:1
O 1.2932 0.3068 0.6662 0.46
P -1.8409 -0.1795 -1.2031 1.01
S 1.6240 -0.0089 2.1076 0.56
H -2.5825 -0.2782 -2.3855 -0.01
H -0.8824 -1.0923 -1.5655 -0.01
H 2.3887 1.2521 2.3803 -0.02
```

As for the largest force on an atom: 3.07 eV/Å. Its HOMO energy (alpha / beta) is -0.321 / -0.373 Eh. The value obtained for the lowest unoccupied orbital energy (alpha / beta) is 0.57 / -1.35 eV. The HOMO-LUMO gap (alpha / beta) comes out at 9.32 / 8.79 eV. Its total charge is 0. The calculation puts the electronic energy at -22216.4263 eV. Its spin multiplicity is 3. The calculation puts the energy above the lowest of the compared OMol25 structures with the same formula, charge and spin at 7.3 kcal/mol.

# 3
ORCA calculation (the ωB97M-V functional and the def2-TZVPD basis) on 2 unconnected molecules or ions with the total composition H3OS2 in a non-equilibrium geometry.

Geometry as XYZ:
```
6
Properties=species:S:1:pos:R:3:nbo_charge:R:1
O -0.3894 -2.4204 -0.3153 -0.97
H 0.1323 -1.5959 -0.2476 0.49
S 0.9471 0.4711 0.1522 -0.75
S -0.2250 2.2257 0.6832 -0.31
H -0.9960 -2.1084 -0.9205 0.45
H 0.5310 3.4278 0.6480 0.09
```

As for the largest force on an atom: 3.28 eV/Å. Its HOMO energy is -0.101 Eh. The value obtained for the lowest unoccupied orbital energy is 3.67 eV. The HOMO-LUMO gap comes out at 6.41 eV. Its total charge is -1. The calculation puts the electronic energy at -23767.7831 eV. The calculation puts the energy above the lowest of the compared OMol25 structures with the same formula, charge and spin at 11.0 kcal/mol.

# 4
ORCA calculation (the ωB97M-V functional and the def2-TZVPD basis) on 2 unconnected molecules or ions with the total composition H3OS2.

Geometry as XYZ:
```
6
Properties=species:S:1:pos:R:3:nbo_charge:R:1
O 0.2830 -0.8272 -2.3439 -0.98
H 0.9671 -0.8832 -1.6560 0.48
S 0.5798 -0.5914 0.9326 -0.76
S -0.6343 1.0544 0.4150 -0.30
H -0.2725 -0.2698 -1.7915 0.48
H -1.8807 0.6160 0.6929 0.08
```

As for the largest force on an atom: 0.93 eV/Å. Its HOMO energy is -0.098 Eh. The value obtained for the lowest unoccupied orbital energy is 3.70 eV. The HOMO-LUMO gap comes out at 6.35 eV. Its total charge is -1. The calculation puts the electronic energy at -23768.1783 eV. The calculation puts the energy above the lowest of the compared OMol25 structures with the same formula, charge and spin at 1.9 kcal/mol.

# 5
ORCA calculation (the ωB97M-V functional and the def2-TZVPD basis) on 2 unconnected molecules or ions with the total composition H3PS2 in a non-equilibrium geometry.

Geometry as XYZ:
```
6
Properties=species:S:1:pos:R:3:nbo_charge:R:1
P -0.4901 -0.8804 -2.3122 0.41
S -0.4199 -1.7938 -4.0540 -0.32
H -0.0864 -1.7018 -1.2328 -0.09
S 0.9023 1.6293 2.3483 -0.30
H 0.2031 1.8252 3.5082 0.15
H -0.1091 0.9215 1.7425 0.15
```

As for the largest force on an atom: 1.87 eV/Å. Its HOMO energy is -0.333 Eh. The value obtained for the lowest unoccupied orbital energy is -1.75 eV. The SMILES is P=S.S. The HOMO-LUMO gap comes out at 7.29 eV. Its total charge is 0. The calculation puts the electronic energy at -31006.6672 eV. The calculation puts the energy above the lowest of the compared OMol25 structures with the same formula, charge and spin at 32.5 kcal/mol.